A 8-piece molecular cluster, C36H75O27P3 overall in a non-equilibrium geometry, computed with ωB97M-V/def2-TZVPD.

The total energy comes out at -121699.9686 eV. As for the orbital gap: 0.37987 Ha. The LUMO energy is 0.2 eV. The calculation puts the energy above the lowest of the compared OMol25 structures with the same formula, charge and spin at 10.8 kcal/mol. Its SMILES is CCOP(=O)(OCC)OCC.CCOP(=O)(OCC)OCC.CCOP(=O)(OCC)OCC.C[C@H]1COC(=O)O1.C[C@H]1COC(=O)O1.C[C@H]1COC(=O)O1.COC(=O)OC.COC(=O)OC.

XYZ file:
```
141
C36H75O27P3 ωB97M-V/def2-TZVPD
C -18.6357 4.7030 30.9464
O -18.0130 6.0683 30.8872
C -17.2469 6.4571 31.9899
O -17.0962 5.7855 33.0187
O -16.6240 7.6218 31.7426
C -15.8033 8.2824 32.7452
H -19.4974 4.7480 31.6125
H -18.0787 3.9753 31.5366
H -18.9987 4.3156 29.9945
H -15.8960 9.3640 32.6474
H -14.7412 8.1181 32.5636
H -16.1091 8.1660 33.7850
C -16.8395 14.7934 28.8086
O -16.5106 15.2413 27.4971
C -15.4437 16.0696 27.3574
O -14.5002 16.1253 28.0832
O -15.4535 16.5171 26.0879
C -14.4541 17.3371 25.5350
H -17.7706 14.2270 28.8233
H -16.8566 15.5035 29.6354
H -16.0797 14.0281 28.9670
H -14.3978 18.2786 26.0814
H -14.5637 17.3548 24.4507
H -13.5257 16.8838 25.8824
C -2.6864 9.0131 30.0088
C -4.2895 9.2694 29.9714
O -4.5193 10.5973 29.6140
P -5.3196 11.6871 30.5873
O -5.0572 11.5865 32.0379
O -6.8387 11.3476 30.2764
C -7.4504 11.6892 29.0728
C -8.4924 10.5003 28.9201
O -5.0679 13.0881 29.8704
C -4.4774 14.0869 30.7426
C -3.2924 14.7465 29.9976
H -2.2293 9.6176 29.2254
H -2.1640 9.1974 30.9475
H -2.4916 8.0103 29.6285
H -4.7390 8.5777 29.2589
H -4.6541 8.9568 30.9500
H -7.8004 12.6903 29.3246
H -6.7363 11.7377 28.2508
H -8.1247 9.5366 29.2725
H -9.4132 10.7172 29.4615
H -8.7610 10.4191 27.8669
H -5.2772 14.7873 30.9828
H -4.0717 13.7022 31.6784
H -3.4884 15.3452 29.1082
H -2.8031 15.4814 30.6369
H -2.4976 14.0593 29.7074
C -22.5998 17.9852 29.9893
C -23.9073 17.0650 30.0038
O -23.6723 15.7097 30.4314
P -24.4800 15.1445 31.7393
O -24.3111 13.7315 32.1111
O -24.0892 16.1682 32.9290
C -22.9644 15.9712 33.6553
C -23.1158 15.1742 34.9058
O -25.9808 15.5531 31.4597
C -26.6737 14.8295 30.5214
C -27.3130 13.6151 31.1659
H -21.7790 17.5963 29.3866
H -22.8760 18.9694 29.6109
H -22.2708 18.1485 31.0155
H -24.7029 17.5256 30.5895
H -24.2953 16.9074 28.9974
H -22.1922 15.5507 33.0111
H -22.8043 16.9948 33.9938
H -22.1163 15.1934 35.3403
H -23.8415 15.6066 35.5946
H -23.3007 14.1124 34.7428
H -27.4752 15.4404 30.1060
H -26.0218 14.4538 29.7328
H -27.8348 13.8148 32.1018
H -28.0743 13.2793 30.4619
H -26.6006 12.8119 31.3547
C -25.6198 20.0868 18.0168
C -25.5799 18.5923 17.5474
O -24.3794 18.2764 16.9260
P -22.9063 18.6393 17.4795
O -22.4804 20.0424 17.1651
O -22.9028 18.2395 19.0260
C -21.6690 17.8557 19.6114
C -21.9156 17.5020 21.1067
O -21.8581 17.5668 16.7227
C -21.8196 17.4555 15.3563
C -20.2952 17.8150 14.9851
H -26.5946 20.5115 18.2564
H -25.2418 20.1474 19.0374
H -25.0548 20.7652 17.3775
H -25.7005 17.9716 18.4353
H -26.4078 18.4088 16.8625
H -21.2389 17.0355 19.0366
H -20.9496 18.6727 19.5569
H -21.0795 17.0197 21.6130
H -21.8484 18.3793 21.7501
H -22.9027 17.0578 21.2355
H -22.0156 16.4201 15.0774
H -22.4512 18.1352 14.7843
H -19.7041 16.9427 15.2639
H -20.1856 18.0776 13.9329
H -19.8633 18.6717 15.5024
C -12.5453 20.3065 33.2880
C -13.1783 19.5919 34.4824
C -14.6029 19.1230 34.1404
O -14.6112 17.8185 34.5640
C -13.3833 17.4126 34.9436
O -13.1100 16.2269 35.1551
O -12.4746 18.4291 34.9143
H -12.0216 19.7286 32.5266
H -11.6503 20.8037 33.6622
H -13.1502 21.0676 32.7952
H -13.1883 20.3432 35.2720
H -14.8742 18.9665 33.0964
H -15.3466 19.7613 34.6175
C -8.0105 15.3529 23.0229
C -8.0786 15.6723 21.4884
C -7.7304 14.3624 20.7833
O -8.7530 14.3972 19.8028
C -9.6933 15.2448 20.0567
O -10.6685 15.4634 19.3464
O -9.4014 15.9753 21.0902
H -7.0204 14.9952 23.3054
H -8.6718 14.5248 23.2779
H -8.3387 16.1796 23.6529
H -7.2932 16.3905 21.2530
H -7.6438 13.4120 21.3098
H -6.7522 14.5816 20.3554
C -12.5778 24.1925 25.6886
C -14.0279 24.7008 25.8628
C -14.9747 24.0622 24.9719
O -16.0261 23.6875 25.8649
C -15.5946 23.5292 27.0971
O -16.0966 22.9834 28.1026
O -14.4728 24.2610 27.1718
H -11.9913 24.7891 26.3874
H -12.2150 24.2882 24.6652
H -12.3379 23.2083 26.0909
H -14.0877 25.7877 25.8069
H -14.5372 23.1285 24.6185
H -15.3230 24.6480 24.1212
```

C10H24BIInNO2P2 as an isolated structure in a non-equilibrium geometry, computed with ωB97M-V/def2-TZVPD.

The net charge is +2. The total energy comes out at -48855.8507 eV. As for the orbital gap: 0.19055 Ha. The LUMO energy is -9.1 eV. The calculation puts the energy above the lowest of the compared OMol25 structures with the same formula, charge and spin at 12.3 kcal/mol.

XYZ file:
```
42
C10H24BIInNO2P2 ωB97M-V/def2-TZVPD
C 0.0001 0.0752 -5.1760
C 0.0080 0.9800 -4.0876
H 0.0046 0.6582 -6.1220
H -0.9103 -0.5556 -5.1026
H 0.9001 -0.5703 -5.1039
O 0.0155 1.6879 -3.1666
I -0.0254 -2.6240 -1.4977
In -0.0011 -0.0614 -0.6219
P 2.5254 0.0132 0.0210
C 3.3224 1.1982 1.1473
C 2.8304 -1.5850 0.8543
H 3.9154 -1.6733 1.0023
H 4.6537 -0.2980 -1.0214
H 2.4649 -2.4037 0.2217
H 3.3206 -0.9081 -2.0610
H 2.9323 1.0795 2.1666
H 2.2967 -1.6089 1.8125
C 3.6434 -0.0931 -1.4016
H 4.4059 1.0059 1.1391
H 3.6288 0.8589 -1.9451
H 3.1283 2.2196 0.7995
P -2.5260 0.0591 0.0242
C -3.2989 1.2613 1.1491
C -3.6465 -0.0291 -1.3977
H -2.5095 -2.3579 0.2283
H -3.9450 -1.5991 1.0101
H -2.3241 -1.5639 1.8181
C -2.8586 -1.5318 0.8605
H -3.3388 -0.8512 -2.0555
H -4.6598 -0.2154 -1.0156
H -4.3859 1.0901 1.1407
H -3.0846 2.2782 0.7998
H -3.6151 0.9218 -1.9425
H -2.9112 1.1358 2.1686
C 0.0233 2.2562 0.7391
O 0.0305 2.9632 1.6409
B -0.0017 -0.1347 4.3475
C -0.0008 -0.2838 2.8254
N -0.0005 -0.4491 1.6658
H -1.0102 0.4715 4.6823
H 1.0074 0.4695 4.6839
H -0.0036 -1.2858 4.7700
```

A 4-piece molecular cluster, C14H31BBrNO11P overall in a non-equilibrium geometry, computed with ωB97M-V/def2-TZVPD.

The net charge is -1. The total energy comes out at -119047.0879 eV. As for the orbital gap: 0.24027 Ha. The LUMO energy is 2.3 eV. The calculation puts the energy above the lowest of the compared OMol25 structures with the same formula, charge and spin at 0.0 kcal/mol.

XYZ file:
```
60
C14H31BBrNO11P ωB97M-V/def2-TZVPD
C -4.9820 -4.7377 3.9831
C -5.3096 -3.3373 3.4475
B -5.5160 -3.2566 1.8641
O -6.2386 -4.3415 1.2925
N -5.1246 -2.1942 1.0236
P -3.6554 -1.6497 1.0219
O -3.4160 -0.8132 2.4880
Br -2.2262 -3.4597 1.6052
H -5.1936 -4.7930 5.0534
H -3.9327 -4.9784 3.8436
H -5.5962 -5.4935 3.5024
H -4.5888 -2.6110 3.8078
H -6.2706 -3.0536 3.8960
H -7.0612 -4.4362 1.7762
H -3.3569 0.1175 2.2753
C -0.6439 -0.1138 3.5554
C 0.0231 -0.3462 2.2243
O 0.8020 0.8011 1.7864
C 1.9575 0.9795 2.4067
O 2.4269 0.2976 3.2789
O 2.5430 2.0761 1.8963
C 3.7443 2.4499 2.5680
H -1.2616 0.7848 3.5235
H -1.2806 -0.9624 3.7881
H 0.0849 0.0147 4.3570
H -0.7327 -0.4869 1.4533
H 0.6584 -1.2300 2.2359
H 4.4421 1.6171 2.6112
H 3.5236 2.7999 3.5756
H 4.1746 3.2603 1.9858
C 0.6311 3.4270 -0.2000
C -0.0989 4.4231 -1.0707
O 0.1485 4.1810 -2.4690
C -0.4877 3.1295 -2.9805
O -1.2616 2.4150 -2.4029
O -0.1164 2.9982 -4.2563
C -0.6605 1.8414 -4.9021
H 1.6972 3.4198 -0.4285
H 0.5027 3.6661 0.8539
H 0.2515 2.4213 -0.3600
H 0.2659 5.4337 -0.8954
H -1.1714 4.4153 -0.8774
H -1.7439 1.8217 -4.8143
H -0.2386 0.9342 -4.4727
H -0.3741 1.9193 -5.9465
C 5.3109 -0.1904 -4.7298
C 5.1653 -1.3778 -3.8022
O 4.5256 -1.0276 -2.5696
C 3.2009 -0.8576 -2.6443
O 2.5314 -1.0049 -3.6344
O 2.7621 -0.5126 -1.4437
C 1.3520 -0.2466 -1.3746
H 5.8358 0.6230 -4.2271
H 5.8729 -0.4753 -5.6196
H 4.3373 0.1808 -5.0442
H 6.1450 -1.7517 -3.5105
H 4.6214 -2.1930 -4.2786
H 0.7752 -1.0898 -1.7455
H 1.1128 0.6481 -1.9478
H 1.1145 -0.0744 -0.3318
```

C37H46IrNOS4Si as an isolated structure in a non-equilibrium geometry, computed with ωB97M-V/def2-TZVPD.

The net charge is +3. The total energy comes out at -96684.5794 eV. As for the orbital gap (spin up / spin down): 0.19978 / 0.17007 Ha. The LUMO energy (spin up / spin down) is -10.7 / -11.5 eV. The calculation puts the energy above the lowest of the compared OMol25 structures with the same formula, charge and spin at 0.0 kcal/mol. As for the multiplicity: 2. The expectation value of S² is 0.76.

XYZ file:
```
91
C37H46IrNOS4Si ωB97M-V/def2-TZVPD
Ir 1.1336 0.1329 0.5645
C 2.1206 -2.6048 3.0940
C 1.9199 -1.2734 3.8141
S 1.4775 0.2428 2.8708
C 3.0154 1.1966 2.8735
C 4.1251 0.5723 2.0590
S 3.5386 0.3166 0.3649
C 4.0541 -1.3642 -0.1226
C 3.2710 -2.5039 0.5144
S 3.7046 -2.8403 2.2464
H 1.3128 -2.8113 2.3969
H 2.0895 -3.3845 3.8563
H 2.8106 -0.9989 4.3805
H 1.0877 -1.3542 4.5119
H 3.3263 1.3225 3.9120
H 2.7248 2.1821 2.4990
H 4.4345 -0.3901 2.4601
H 4.9915 1.2339 2.0143
H 5.1265 -1.4145 0.0709
H 3.9063 -1.3745 -1.2043
H 3.4547 -3.4083 -0.0672
H 2.2013 -2.2925 0.4611
C -0.2413 -1.3477 0.5202
Si -1.8747 -0.5589 1.0883
C -1.7086 1.1181 0.2726
N -0.3596 1.7109 0.5935
C -0.4402 2.4979 1.9112
C -0.0090 3.9529 1.8019
C -0.7566 4.6956 0.7046
C -0.7118 3.9022 -0.6088
C 0.1171 2.6277 -0.5022
C -2.0376 -0.4761 2.9226
C -1.3848 -1.3769 3.7675
C -1.5938 -1.3547 5.1414
C -2.4648 -0.4257 5.6916
C -3.1276 0.4782 4.8682
C -2.9221 0.4445 3.4978
C -3.3457 -1.4292 0.3844
C -3.6691 -1.3604 -0.9875
C -4.7103 -2.0952 -1.5100
C -5.4622 -2.9230 -0.6687
C -5.1654 -3.0093 0.6899
C -4.1231 -2.2686 1.2102
H -0.2909 -1.6623 -0.5269
H 0.0278 -2.2124 1.1272
H -2.5041 1.8051 0.5680
H -1.7678 1.0093 -0.8127
H 0.1463 2.0028 2.6659
H -1.4736 2.4426 2.2486
H 1.0730 4.0230 1.6530
H -0.2203 4.4137 2.7678
H -0.3201 5.6842 0.5749
H -1.7911 4.8518 1.0123
H -0.2790 4.4916 -1.4176
H -1.7188 3.6325 -0.9325
H 1.1712 2.8535 -0.3158
H 0.0488 2.0953 -1.4374
H -0.7326 -2.1400 3.3508
H -1.1003 -2.0750 5.7830
H -2.6526 -0.4243 6.7572
H -3.8140 1.1969 5.2960
H -3.4804 1.1358 2.8722
H -3.0982 -0.7120 -1.6473
H -4.9617 -2.0368 -2.5608
H -6.2895 -3.4889 -1.0766
H -5.7582 -3.6501 1.3286
H -3.9046 -2.3206 2.2704
O 1.3453 0.1479 -1.4786
S 0.2507 -0.0469 -2.6146
C 0.7825 -1.4601 -3.4988
C 2.1164 -1.6028 -3.8814
C 2.4753 -2.7293 -4.5951
C 1.5144 -3.6881 -4.9200
C 0.1928 -3.5305 -4.5336
C -0.1856 -2.4084 -3.8066
C 0.5838 1.2885 -3.7242
C 1.7703 2.0074 -3.6517
C 1.9656 3.0387 -4.5585
C 0.9873 3.3362 -5.5001
C -0.1953 2.6097 -5.5479
C -0.4128 1.5776 -4.6474
H 2.8478 -0.8394 -3.6448
H 3.4993 -2.8590 -4.9192
H 1.8059 -4.5642 -5.4838
H -0.5437 -4.2780 -4.7952
H -1.2153 -2.2725 -3.4951
H 2.5214 1.7676 -2.9105
H 2.8871 3.6050 -4.5367
H 1.1463 4.1457 -6.1999
H -0.9504 2.8464 -6.2851
H -1.3340 1.0062 -4.6787
```

A 3-piece molecular cluster, C32H72NO3P2 overall in a non-equilibrium geometry, computed with ωB97M-V/def2-TZVPD.

The net charge is +1. The total energy comes out at -60550.7184 eV. As for the orbital gap: 0.26997 Ha. The LUMO energy is -2.3 eV. The calculation puts the energy above the lowest of the compared OMol25 structures with the same formula, charge and spin at 89.9 kcal/mol.

XYZ file:
```
110
C32H72NO3P2 ωB97M-V/def2-TZVPD
C 14.8482 -25.3465 -4.8632
C 13.4346 -25.0559 -4.1715
C 12.9324 -23.5684 -4.3335
C 11.3632 -23.4262 -4.0825
P 10.5849 -23.4958 -2.4125
C 10.3709 -25.2618 -1.8121
C 9.8896 -25.3899 -0.3414
C 9.6884 -26.8197 0.1344
C 8.6572 -26.7917 1.2670
C 9.0036 -22.6361 -2.3646
C 7.7216 -23.5380 -2.7077
C 6.4145 -22.7069 -2.9028
C 5.1295 -23.5835 -3.1509
C 11.7201 -22.5890 -1.3667
C 13.1745 -23.0647 -0.9751
C 13.1042 -24.1612 0.0593
C 14.3567 -24.4066 0.7845
H 14.7117 -25.5448 -5.9263
H 15.4445 -26.1099 -4.3635
H 15.4081 -24.4113 -4.8626
H 13.5204 -25.2287 -3.0987
H 12.6515 -25.7116 -4.5523
H 13.2089 -23.4340 -5.3792
H 13.5546 -22.8230 -3.8382
H 10.8379 -24.1604 -4.6933
H 10.9017 -22.5017 -4.4296
H 11.3238 -25.7677 -1.9674
H 9.5303 -25.6808 -2.3653
H 9.0378 -24.7443 -0.1274
H 10.5996 -24.9521 0.3603
H 10.5210 -27.3592 0.5858
H 9.3698 -27.4153 -0.7211
H 8.5347 -25.8663 1.8298
H 8.7886 -27.6782 1.8875
H 7.6661 -26.8376 0.8156
H 9.0356 -21.6463 -2.8199
H 8.8063 -22.2794 -1.3537
H 7.5768 -24.3426 -1.9867
H 7.6867 -24.0373 -3.6760
H 6.5020 -22.0488 -3.7673
H 6.1885 -21.9968 -2.1073
H 4.9369 -24.3876 -2.4406
H 5.2782 -24.0993 -4.0995
H 4.2859 -22.8937 -3.1262
H 11.0656 -22.4163 -0.5124
H 11.7043 -21.5926 -1.8082
H 13.7790 -22.2820 -0.5166
H 13.7557 -23.3907 -1.8377
H 12.7498 -25.1066 -0.3515
H 12.4094 -23.7896 0.8125
H 14.9047 -23.5164 1.0934
H 15.0057 -24.9871 0.1289
H 14.2862 -24.7699 1.8098
C 12.7495 -20.4827 1.9240
C 12.6382 -19.1962 1.1511
C 11.2450 -18.5354 1.3886
C 9.9874 -19.1695 0.7502
P 8.3323 -18.5277 1.2196
C 8.2577 -16.9130 0.5542
C 8.3825 -16.7650 -0.9880
C 9.7209 -16.2745 -1.5935
C 10.0953 -14.8239 -1.1329
C 6.9888 -19.5117 0.4257
C 5.5603 -19.2893 1.1367
C 4.4781 -19.6555 0.2552
C 3.1504 -19.5918 0.9793
C 8.2897 -18.6143 3.0368
C 8.3911 -19.9232 3.7763
C 7.8041 -19.8102 5.2886
C 6.3082 -19.8066 5.3274
H 12.1252 -21.2952 1.5523
H 12.5913 -20.3227 2.9906
H 13.7872 -20.8131 1.9696
H 12.5424 -19.4104 0.0867
H 13.3927 -18.4637 1.4381
H 11.2873 -17.5076 1.0282
H 11.0355 -18.3530 2.4426
H 9.8670 -20.1146 1.2797
H 9.9741 -19.1493 -0.3396
H 8.9275 -16.2591 1.1128
H 7.2854 -16.6120 0.9442
H 7.5992 -16.1414 -1.4191
H 8.2689 -17.7276 -1.4865
H 9.6516 -16.1949 -2.6784
H 10.5207 -16.9866 -1.3902
H 9.3821 -14.1137 -1.5515
H 11.0671 -14.4052 -1.3944
H 9.9188 -14.8175 -0.0573
H 7.2717 -20.5589 0.5325
H 6.9261 -19.2298 -0.6254
H 5.3815 -18.2141 1.1445
H 5.4259 -19.7043 2.1356
H 4.5857 -20.6722 -0.1229
H 4.2317 -19.0487 -0.6161
H 3.2473 -19.8730 2.0279
H 2.4647 -20.2667 0.4670
H 2.6698 -18.6140 1.0113
H 7.3077 -18.1820 3.2290
H 9.1064 -17.9341 3.2786
H 9.4558 -20.1114 3.9145
H 7.7867 -20.7233 3.3489
H 8.4804 -19.0674 5.7117
H 8.1259 -20.7067 5.8185
H 5.9039 -18.8422 5.0196
H 5.9303 -20.0429 6.3221
H 5.9397 -20.4668 4.5423
N 11.2289 -19.0201 -3.6073
O 10.4370 -19.8302 -4.0828
O 11.8499 -19.2683 -2.5658
O 11.4514 -18.0182 -4.2591
```